(1)
{
  "formula": "C23H28GeN3O4Sc",
  "method": "the ωB97M-V functional and the def2-TZVPD basis",
  "symbols": ["Sc", "C", "C", "N", "C", "C", "N", "C", "O", "O", "C", "O", "O", "H", "H", "H", "H", "H", "N", "C", "C", "C", "C", "C", "C", "C", "C", "C", "H", "H", "H", "H", "C", "C", "C", "C", "Ge", "C", "C", "C", "C", "H", "H", "H", "H", "H", "H", "H", "H", "H", "H", "H", "H", "H", "H", "H", "H", "H", "H", "H"],
  "coordinates": [[-0.627, 0.696, 0.517], [-2.107, 2.716, 3.595], [-0.867, 1.901, 3.625], [-0.421, 1.082, 2.678], [0.762, 0.512, 3.157], [1.030, 0.991, 4.391], [-0.011, 1.853, 4.667], [2.276, 0.826, 5.222], [2.127, 0.459, 6.499], [3.335, 0.994, 4.712], [1.444, -0.501, 2.344], [2.272, -1.269, 2.700], [0.945, -0.520, 1.039], [-2.517, 2.733, 2.589], [-1.911, 3.739, 3.916], [-2.853, 2.286, 4.265], [-0.100, 2.419, 5.501], [1.228, 0.171, 6.707], [-9.356, 3.532, -3.649], [-8.363, 3.202, -3.175], [-7.110, 2.788, -2.586], [-6.925, 1.455, -2.225], [-5.729, 1.061, -1.659], [-4.715, 2.005, -1.453], [-4.906, 3.341, -1.820], [-6.103, 3.730, -2.386], [-3.483, 1.601, -0.869], [-2.412, 1.258, -0.367], [-7.719, 0.740, -2.391], [-5.573, 0.029, -1.375], [-4.117, 4.063, -1.662], [-6.266, 4.759, -2.676], [1.883, 1.747, -2.833], [1.468, 0.680, -1.833], [1.152, -0.669, -2.458], [0.522, -1.689, -1.507], [1.584, -2.162, 0.035], [3.466, -2.285, -0.142], [3.733, -3.624, -0.866], [5.195, -4.049, -0.733], [5.480, -5.363, -1.446], [2.176, 2.674, -2.344], [1.080, 1.965, -3.538], [2.740, 1.388, -3.405], [0.537, 1.054, -1.346], [2.215, 0.587, -1.040], [2.088, -1.071, -2.856], [0.497, -0.525, -3.319], [0.289, -2.617, -2.035], [-0.471, -1.356, -1.151], [0.875, -3.175, 0.923], [3.887, -2.268, 0.862], [3.862, -1.439, -0.703], [3.481, -3.527, -1.927], [3.100, -4.428, -0.469], [5.440, -4.131, 0.329], [5.830, -3.255, -1.137], [4.853, -6.168, -1.056], [6.519, -5.664, -1.317], [5.292, -5.280, -2.519]],
  "forces_ev_per_a": [[-0.49, 0.63, -0.12], [0.06, -0.02, -0.03], [0.07, -0.07, 0.09], [0.09, 0.09, -0.49], [-0.24, -0.11, -0.37], [-0.10, 0.34, 0.26], [0.01, 0.02, 0.05], [0.14, -0.51, 0.08], [-0.12, 0.18, -0.15], [-0.02, 0.17, 0.00], [-0.15, 0.01, -0.11], [0.09, -0.01, -0.03], [0.51, -0.54, 0.57], [-0.04, -0.01, -0.03], [0.02, -0.01, 0.00], [-0.01, 0.00, 0.00], [0.02, 0.00, 0.01], [0.02, -0.01, 0.07], [0.05, -0.02, 0.04], [0.20, -0.07, 0.06], [-0.26, 0.08, -0.11], [0.00, -0.05, 0.01], [-0.02, 0.01, -0.01], [0.06, -0.06, 0.05], [-0.01, 0.02, -0.01], [0.03, 0.06, 0.00], [0.12, -0.02, 0.02], [0.29, -0.28, 0.21], [0.02, 0.01, 0.01], [0.00, 0.02, 0.00], [0.00, 0.00, 0.00], [0.00, -0.01, 0.00], [0.06, -0.01, -0.06], [0.03, 0.03, 0.12], [0.00, -0.12, -0.13], [-0.10, 0.07, -0.22], [-0.48, 0.00, 0.26], [0.23, -0.01, -0.01], [0.15, 0.04, -0.02], [0.01, 0.03, -0.03], [-0.01, -0.02, -0.02], [-0.01, -0.01, 0.01], [0.00, -0.03, 0.02], [0.00, 0.03, 0.01], [-0.37, 0.23, 0.07], [0.06, -0.03, -0.01], [-0.01, -0.04, -0.01], [-0.01, 0.04, 0.00], [0.00, 0.03, -0.05], [-0.12, 0.07, -0.09], [0.03, -0.08, 0.04], [0.13, -0.07, -0.03], [0.09, -0.01, 0.01], [-0.03, -0.01, 0.01], [0.01, 0.03, 0.04], [0.00, -0.02, -0.01], [0.00, -0.01, 0.01], [0.01, 0.02, 0.00], [-0.01, 0.03, 0.00], [0.00, 0.00, 0.02]],
  "mulliken_charge": [0.917, -1.123, 0.187, -0.204, 0.382, -0.012, 0.062, 0.560, -0.415, -0.424, 0.338, -0.559, -0.428, 0.241, 0.396, 0.326, 0.268, 0.367, -0.394, -0.147, 0.644, -0.579, -0.544, 0.254, -0.528, -0.597, -0.578, 0.628, 0.478, 0.445, 0.452, 0.475, -1.503, 0.945, -0.757, -0.895, 0.149, -0.604, -0.871, -0.452, -1.327, 0.397, 0.364, 0.376, -0.415, 0.327, 0.309, 0.547, 0.452, 0.424, 0.020, 0.588, 0.487, 0.340, 0.473, 0.350, 0.332, 0.336, 0.380, 0.340],
  "energy_ha": -4195.56535,
  "homo_lumo_gap_ev": 6.2,
  "homo_ev": -13.96,
  "charge": 2,
  "relative_energy_ev": 1.062
}


(2)
{
  "formula": "C23H28IrN6O",
  "method": "the ωB97M-V functional and the def2-TZVPD basis",
  "symbols": ["Ir", "N", "C", "C", "N", "C", "C", "N", "H", "H", "H", "H", "H", "H", "H", "H", "H", "H", "H", "H", "H", "C", "C", "N", "C", "C", "C", "C", "C", "C", "C", "N", "C", "C", "C", "C", "C", "C", "C", "C", "N", "C", "H", "H", "H", "H", "H", "H", "H", "H", "H", "H", "H", "H", "C", "O", "H", "H", "H"],
  "coordinates": [[0.592, -0.395, 0.015], [0.383, -1.439, 2.249], [1.517, -2.369, 2.445], [1.710, -3.223, 1.205], [1.925, -2.347, 0.045], [2.051, -3.001, -1.259], [2.186, -1.925, -2.319], [1.003, -1.036, -2.259], [0.358, -0.755, 2.999], [-0.494, -1.951, 2.288], [1.366, -3.014, 3.311], [2.411, -1.775, 2.619], [0.822, -3.835, 1.033], [2.550, -3.906, 1.355], [2.762, -1.793, 0.230], [1.152, -3.593, -1.447], [2.905, -3.680, -1.298], [2.309, -2.379, -3.302], [3.072, -1.321, -2.115], [0.178, -1.550, -2.557], [1.104, -0.253, -2.896], [-2.892, -3.581, -0.145], [-1.649, -2.941, -0.177], [-1.501, -1.628, -0.147], [-2.610, -0.854, -0.129], [-3.902, -1.406, -0.161], [-4.022, -2.809, -0.134], [-5.030, -0.548, -0.283], [-4.852, 0.802, -0.450], [-3.576, 1.364, -0.397], [-2.444, 0.580, -0.128], [-1.188, 1.038, 0.040], [-0.870, 2.376, 0.173], [-1.648, 3.356, 0.764], [-1.221, 4.696, 0.789], [-0.028, 5.062, 0.232], [0.830, 4.079, -0.322], [2.096, 4.372, -0.873], [2.875, 3.357, -1.354], [2.404, 2.040, -1.258], [1.221, 1.736, -0.765], [0.422, 2.735, -0.314], [-2.945, -4.661, -0.151], [-0.742, -3.530, -0.243], [-5.007, -3.260, -0.129], [-6.022, -0.983, -0.294], [-5.705, 1.441, -0.635], [-3.455, 2.419, -0.597], [-2.569, 3.084, 1.261], [-1.853, 5.440, 1.254], [0.287, 6.099, 0.229], [2.440, 5.399, -0.903], [3.849, 3.547, -1.782], [3.027, 1.212, -1.577], [2.881, 1.144, 1.672], [2.444, 0.045, 0.917], [3.880, 1.447, 1.340], [2.994, 0.860, 2.723], [2.218, 2.012, 1.608]],
  "forces_ev_per_a": [[0.99, 0.07, 0.04], [-0.17, -0.01, -0.01], [0.01, 0.01, -0.07], [-0.07, 0.09, 0.00], [0.02, -0.13, 0.10], [-0.10, 0.04, 0.05], [-0.03, 0.00, 0.05], [0.04, 0.09, 0.02], [0.01, 0.03, -0.01], [-0.02, 0.04, 0.09], [-0.04, -0.01, 0.03], [-0.01, 0.04, 0.02], [0.03, -0.04, -0.04], [0.03, -0.02, -0.01], [0.02, -0.05, 0.03], [0.02, -0.04, 0.01], [0.04, -0.03, 0.00], [-0.01, 0.01, -0.05], [0.00, 0.01, -0.04], [-0.03, 0.05, -0.03], [-0.01, 0.01, 0.00], [-0.02, -0.05, -0.02], [0.03, 0.01, -0.06], [0.02, -0.01, 0.01], [0.00, -0.07, 0.01], [-0.03, -0.05, -0.02], [-0.07, 0.04, 0.00], [-0.01, -0.02, 0.02], [0.00, 0.01, -0.01], [-0.03, 0.04, 0.02], [0.14, 0.16, -0.07], [-0.11, -0.14, 0.28], [-0.04, 0.01, -0.03], [-0.02, -0.05, 0.07], [-0.01, 0.01, 0.01], [0.02, 0.02, 0.00], [0.04, 0.01, 0.00], [-0.02, 0.06, 0.02], [0.04, 0.02, -0.02], [-0.09, -0.05, -0.02], [-0.19, 0.13, -0.16], [0.07, -0.03, -0.11], [0.02, 0.02, 0.00], [-0.02, 0.02, 0.04], [0.03, 0.00, -0.01], [0.03, 0.01, -0.03], [0.02, 0.00, 0.01], [-0.02, -0.02, 0.04], [-0.01, 0.04, -0.04], [0.00, -0.02, 0.01], [-0.01, -0.04, 0.01], [-0.01, -0.02, -0.01], [-0.01, -0.02, -0.01], [0.00, 0.00, 0.04], [0.18, 0.11, -0.08], [-0.41, -0.21, -0.06], [-0.03, 0.00, -0.06], [-0.12, -0.05, 0.02], [-0.04, -0.05, 0.01]],
  "mulliken_spin": [2.671, 0.161, 0.002, 0.005, 0.198, 0.011, -0.001, 0.153, -0.006, -0.005, 0.006, -0.003, 0.000, 0.003, -0.012, -0.003, 0.002, 0.003, -0.007, -0.002, -0.008, -0.024, 0.022, 0.093, 0.057, -0.040, 0.026, 0.227, -0.065, 0.218, 0.013, 0.509, -0.026, 0.156, -0.045, 0.130, -0.019, 0.012, -0.018, -0.002, 0.110, 0.031, 0.002, -0.003, 0.001, 0.003, 0.002, -0.005, -0.003, 0.001, 0.002, 0.001, 0.001, 0.006, -0.020, 0.434, 0.028, 0.027, -0.004],
  "energy_ha": -1400.74941,
  "homo_lumo_gap_ev": [7.5, 6.2],
  "homo_ev": [-13.50, -14.22],
  "spin_multiplicity": 6,
  "charge": 2
}


(3)
{
  "formula": "C23H28IrN8O5S3",
  "method": "the ωB97M-V functional and the def2-TZVPD basis",
  "symbols": ["Ir", "S", "C", "C", "C", "C", "N", "C", "C", "C", "S", "C", "N", "H", "H", "C", "C", "N", "C", "C", "N", "C", "C", "H", "H", "H", "H", "H", "H", "H", "H", "H", "H", "H", "H", "H", "O", "C", "N", "C", "C", "S", "O", "O", "C", "C", "N", "C", "N", "C", "C", "N", "O", "O", "C", "H", "H", "H", "H", "H", "H", "H", "H", "H", "H", "H", "H", "H"],
  "coordinates": [[0.174, -2.162, 0.551], [1.247, -2.541, 2.389], [2.469, -1.285, 2.582], [3.239, -1.223, 3.741], [4.182, -0.225, 3.886], [4.969, -0.159, 5.087], [5.587, -0.100, 6.053], [4.352, 0.728, 2.866], [3.585, 0.665, 1.718], [2.633, -0.344, 1.566], [1.627, -0.472, 0.139], [5.307, 1.793, 3.007], [6.051, 2.662, 3.110], [3.100, -1.953, 4.529], [3.725, 1.400, 0.937], [0.831, -1.437, -4.450], [0.232, -1.125, -3.061], [0.156, -2.348, -2.252], [-0.825, -3.266, -2.833], [-0.543, -3.478, -4.339], [0.831, -2.933, -4.613], [1.812, -3.545, -3.659], [1.477, -3.001, -2.256], [1.864, -1.106, -4.546], [0.249, -1.013, -5.266], [-0.777, -0.721, -3.157], [0.846, -0.391, -2.543], [-1.826, -2.854, -2.723], [-0.789, -4.201, -2.279], [-1.233, -2.930, -4.978], [-0.549, -4.527, -4.628], [1.099, -3.168, -5.567], [2.812, -3.271, -3.990], [1.698, -4.625, -3.732], [2.219, -2.276, -1.927], [1.474, -3.819, -1.536], [-2.186, -5.737, 0.748], [-1.647, -4.719, 0.520], [-1.135, -3.677, 0.220], [-0.784, 6.193, 2.783], [-0.853, 4.862, 2.041], [-2.246, 4.887, 0.927], [-3.446, 5.004, 1.713], [-1.962, 5.804, -0.139], [-2.260, 3.244, 0.212], [-2.987, 2.240, 1.103], [-2.646, 0.869, 0.693], [-1.633, 0.157, 1.222], [-1.473, -0.978, 0.537], [-2.400, -1.003, -0.466], [-3.109, 0.147, -0.391], [-4.163, 0.555, -1.279], [-4.358, -0.167, -2.234], [-4.746, 1.590, -1.033], [-0.840, 0.561, 2.413], [0.062, 6.186, 3.468], [-1.695, 6.360, 3.356], [-0.660, 7.017, 2.082], [-1.012, 4.029, 2.729], [0.034, 4.676, 1.435], [-1.221, 2.951, 0.043], [-2.757, 3.367, -0.751], [-4.059, 2.376, 1.051], [-2.692, 2.348, 2.144], [-2.533, -1.849, -1.114], [-0.106, 1.324, 2.148], [-0.310, -0.310, 2.790], [-1.482, 0.944, 3.205]],
  "forces_ev_per_a": [[-0.31, 0.45, -0.51], [0.04, -0.14, 0.18], [-0.17, 0.09, -0.25], [-0.07, -0.12, 0.01], [0.07, -0.04, 0.14], [-0.03, 0.05, -0.05], [0.00, -0.03, 0.00], [0.05, 0.11, -0.07], [-0.06, 0.00, -0.13], [-0.09, -0.13, 0.00], [0.39, 0.24, 0.32], [-0.02, -0.03, 0.05], [0.00, -0.01, -0.03], [0.00, 0.01, 0.01], [0.01, 0.02, 0.02], [-0.01, 0.01, -0.01], [-0.14, -0.06, 0.06], [0.30, -0.03, 0.08], [-0.11, -0.03, -0.09], [0.03, 0.07, 0.05], [-0.05, 0.04, -0.03], [0.02, -0.03, -0.02], [0.01, -0.08, 0.02], [0.00, -0.02, 0.00], [0.00, -0.01, 0.00], [0.01, 0.03, -0.01], [0.01, 0.01, -0.01], [0.00, -0.03, 0.02], [-0.01, 0.02, 0.02], [-0.01, -0.01, 0.00], [0.00, 0.00, 0.01], [0.00, 0.03, -0.01], [0.01, 0.00, 0.02], [0.00, 0.00, -0.01], [0.00, 0.02, 0.01], [-0.03, 0.02, 0.01], [-0.03, -0.07, 0.02], [0.07, 0.13, -0.01], [-0.13, -0.50, 0.16], [-0.02, -0.01, -0.03], [-0.07, 0.02, 0.04], [-0.04, 0.02, 0.09], [0.01, -0.01, -0.06], [0.01, -0.02, 0.00], [-0.01, -0.04, 0.05], [0.06, 0.09, -0.01], [0.04, -0.06, -0.07], [0.00, -0.04, 0.14], [0.24, 0.03, -0.24], [0.00, -0.05, 0.14], [-0.07, 0.06, 0.12], [0.13, 0.10, 0.02], [-0.05, -0.10, -0.04], [-0.05, -0.01, -0.01], [-0.02, 0.02, -0.07], [0.01, 0.00, -0.01], [0.01, -0.01, 0.01], [0.03, 0.00, 0.00], [0.01, 0.00, -0.01], [0.01, 0.02, -0.01], [-0.01, 0.02, -0.05], [0.00, -0.04, 0.01], [-0.03, 0.00, -0.01], [0.03, -0.04, -0.02], [0.05, 0.05, 0.03], [0.00, 0.01, 0.02], [0.01, 0.02, -0.01], [-0.03, 0.00, -0.03]],
  "mulliken_charge": [2.046, -0.312, 0.487, -0.861, 0.541, -0.269, -0.444, 0.430, -0.942, 0.565, -0.586, -0.274, -0.451, 0.535, 0.563, -0.829, -0.417, 0.428, -0.472, -0.948, 0.007, -0.857, -0.626, 0.326, 0.378, 0.460, 0.259, 0.156, 0.517, 0.352, 0.385, 0.311, 0.370, 0.311, 0.467, 0.411, -0.570, 0.573, -0.815, -1.364, -0.256, 1.240, -0.647, -0.684, -0.596, -1.243, 0.299, 0.949, -0.642, -0.728, 0.024, 1.058, -0.615, -0.611, -1.483, 0.393, 0.369, 0.363, 0.220, 0.391, 0.446, 0.415, 0.323, 0.534, 0.619, 0.203, 0.263, 0.552],
  "energy_ha": -3006.06670,
  "homo_lumo_gap_ev": [6.7, 6.7],
  "homo_ev": [-10.80, -10.80],
  "charge": 1,
  "relative_energy_ev": 0.000
}